Below is a structure of composition C42H39N6OPSTc at a distorted geometry, with properties calculated with ωB97M-V with the def2-TZVPD basis set.

Structure (XYZ):
```
91
Properties=species:S:1:pos:R:3:forces:R:3
Tc 1.397 0.201 -0.408 0.74 -0.20 -1.19
C 1.939 3.068 1.479 0.01 0.12 0.05
N 1.741 2.991 0.042 0.12 -0.13 -0.01
C 0.744 3.894 -0.529 -0.07 0.13 0.06
C -0.195 3.104 -1.386 -0.03 -0.14 0.09
N -0.161 1.798 -1.452 0.63 -0.01 0.59
C -1.082 1.422 -2.402 -0.67 0.63 -0.62
C -1.398 0.173 -2.927 0.10 0.20 -0.13
C -2.391 0.117 -3.881 0.13 -0.18 0.03
C -3.053 1.267 -4.322 0.07 0.20 0.00
C -2.723 2.519 -3.843 -0.09 0.10 -0.01
C -1.727 2.581 -2.879 0.03 -0.79 -0.06
N -1.129 3.634 -2.213 0.15 0.12 0.19
C 2.346 1.741 2.048 0.14 0.34 0.08
N 1.980 0.535 1.615 0.16 0.41 -0.30
C 2.553 -0.374 2.499 0.52 -0.21 0.83
C 2.483 -1.761 2.587 0.04 0.11 -0.07
C 3.203 -2.379 3.589 -0.15 -0.01 -0.11
C 3.972 -1.657 4.504 0.01 0.17 0.02
C 4.016 -0.279 4.467 -0.06 -0.02 0.04
C 3.291 0.342 3.463 -0.28 -0.80 -0.26
N 3.119 1.668 3.145 -0.27 0.14 -0.37
H 0.990 3.354 1.946 0.07 -0.03 0.00
H 2.680 3.826 1.775 -0.14 -0.15 0.00
H 2.630 3.095 -0.437 -0.13 -0.15 0.05
H 1.205 4.674 -1.148 -0.02 -0.05 0.16
H 0.189 4.405 0.266 0.05 -0.04 -0.10
H -0.868 -0.709 -2.599 -0.01 -0.09 -0.10
H -2.659 -0.838 -4.303 -0.05 -0.10 -0.05
H -3.819 1.178 -5.077 -0.07 -0.01 -0.04
H -3.212 3.408 -4.211 -0.08 0.08 -0.04
H -1.356 4.612 -2.314 0.07 -0.11 0.01
H 1.879 -2.334 1.907 -0.04 -0.11 -0.01
H 3.157 -3.453 3.681 0.01 -0.12 -0.03
H 4.531 -2.187 5.258 0.04 -0.05 0.12
H 4.574 0.288 5.193 0.12 0.07 0.10
H 3.491 2.451 3.662 -0.03 0.04 -0.11
O 1.628 0.226 -2.482 -0.92 -0.18 0.63
N 2.772 0.451 -3.093 1.59 0.11 -0.08
C 2.779 0.578 -4.436 -0.19 0.02 -0.41
C 3.942 0.822 -5.122 0.08 -0.05 0.24
C 5.149 0.906 -4.421 -0.29 -0.04 0.06
C 5.131 0.771 -3.054 -0.18 -0.04 -0.06
C 3.923 0.565 -2.380 -0.20 0.01 -0.37
S 3.826 0.484 -0.677 -0.70 -0.06 0.61
H 1.818 0.480 -4.916 -0.08 -0.02 0.09
H 3.914 0.939 -6.192 -0.09 -0.04 -0.08
H 6.079 1.077 -4.939 0.08 0.02 -0.07
H 6.032 0.822 -2.464 0.07 0.04 0.04
C -3.147 1.556 0.218 -0.06 0.04 0.02
C -3.478 0.266 -0.459 0.02 -0.15 0.09
C -4.717 0.145 -1.077 0.05 -0.01 -0.02
C -5.098 -1.012 -1.728 0.05 -0.04 0.04
C -4.224 -2.084 -1.775 -0.04 -0.02 0.00
C -2.984 -1.984 -1.176 0.09 0.01 0.16
C -2.603 -0.830 -0.485 0.17 -0.06 -0.17
P -0.964 -0.803 0.367 -0.52 -0.70 0.43
C -1.405 -0.182 2.059 0.43 0.24 -0.25
C -0.772 1.028 2.358 -0.11 -0.07 -0.06
C -0.931 1.676 3.563 0.09 0.08 0.00
C -1.737 1.103 4.533 -0.01 -0.04 -0.08
C -2.432 -0.048 4.226 0.03 0.02 -0.02
C -2.322 -0.688 2.990 -0.01 0.06 0.00
C -3.280 -1.809 2.745 -0.05 -0.10 -0.01
C -0.493 -2.576 0.436 0.21 0.16 0.00
C -1.346 -3.588 0.876 0.00 -0.18 0.09
C -0.930 -4.904 0.931 -0.12 0.08 0.06
C 0.351 -5.240 0.527 0.07 0.09 -0.01
C 1.195 -4.256 0.051 0.01 0.07 0.04
C 0.787 -2.921 -0.009 -0.61 -0.05 0.24
C 1.703 -1.944 -0.653 0.12 0.55 -0.09
H -3.677 2.375 -0.262 0.01 0.09 -0.05
H -2.079 1.743 0.174 0.04 0.22 0.06
H -3.453 1.530 1.264 0.06 0.07 0.10
H -5.396 0.983 -1.044 -0.07 0.15 0.00
H -6.067 -1.074 -2.197 -0.13 -0.02 -0.04
H -4.513 -3.002 -2.261 0.01 -0.10 -0.13
H -2.316 -2.829 -1.232 0.05 -0.04 -0.06
H -0.191 1.485 1.571 0.02 0.13 0.05
H -0.450 2.625 3.746 0.07 0.11 0.04
H -1.862 1.574 5.495 -0.02 0.05 0.12
H -3.122 -0.463 4.947 -0.05 -0.01 0.07
H -4.206 -1.607 3.280 -0.01 -0.03 -0.02
H -2.884 -2.750 3.129 -0.05 -0.08 -0.10
H -3.516 -1.892 1.687 -0.08 -0.14 0.03
H -2.356 -3.364 1.156 -0.10 0.04 0.05
H -1.608 -5.664 1.286 -0.07 -0.06 0.02
H 0.683 -6.265 0.574 0.06 -0.12 -0.03
H 2.180 -4.525 -0.300 0.13 0.01 -0.02
H 1.584 -2.084 -1.735 0.09 0.37 0.05
H 2.738 -2.203 -0.420 0.00 0.26 0.03
```
Forces are in eV/Å.

Properties
DFT total energy: -77485.901 eV
Molar mass: 804.86 g/mol
Total charge: +2
Spin multiplicity: 4

Mulliken population analysis, charges in e, atoms 1 to 5: Tc -0.083; C -1.225; N -0.023; C -1.560; C -0.044

=====

Below is a structure of composition C42H39N6S5Sn at a distorted geometry, with properties calculated with ωB97M-V with the def2-TZVPD basis set.

Structure (XYZ):
```
93
Properties=species:S:1:pos:R:3:forces:R:3
Sn 0.318 -0.356 0.036 -0.32 -0.08 0.07
S 0.662 -0.011 2.647 0.45 -0.45 0.30
C -0.086 1.462 3.158 0.03 0.07 0.01
C -0.760 1.440 4.390 0.05 -0.03 -0.03
C -1.349 2.562 4.923 -0.05 0.20 0.06
C -1.282 3.773 4.245 0.01 0.15 0.03
C -0.618 3.821 3.032 0.04 0.16 0.29
C -0.034 2.689 2.479 0.13 0.21 -0.25
S 0.865 2.889 0.954 -0.13 -0.18 -0.02
C -0.523 3.180 -0.232 0.29 0.04 0.65
C 0.023 2.976 -1.601 0.09 0.22 -0.33
C 0.706 3.982 -2.281 0.05 -0.14 0.06
C 1.247 3.689 -3.518 -0.01 -0.04 0.02
C 1.061 2.425 -4.054 0.03 -0.09 0.04
C 0.337 1.489 -3.322 0.14 0.47 -0.18
C 0.060 0.126 -3.851 0.35 -0.56 0.10
S 1.037 -1.167 -2.986 0.09 0.13 -0.06
C 2.676 -0.567 -3.351 -0.37 -0.17 0.06
C 3.201 -0.957 -4.572 0.22 -0.01 -0.29
C 4.440 -0.512 -4.987 0.05 -0.11 -0.22
C 5.159 0.346 -4.157 0.04 0.00 -0.17
C 4.646 0.730 -2.943 0.08 -0.05 -0.05
C 3.396 0.269 -2.479 0.09 -0.01 -0.01
S 2.882 0.761 -0.919 0.05 0.20 0.51
N -0.149 1.771 -2.121 -0.27 -0.01 -0.06
H -0.799 0.497 4.911 -0.05 -0.10 0.07
H -1.857 2.512 5.878 -0.01 -0.07 0.05
H -1.719 4.669 4.664 -0.05 0.02 0.00
H -0.524 4.762 2.504 0.04 0.10 -0.04
H -0.877 4.201 -0.088 -0.17 -0.02 -0.06
H -1.294 2.440 -0.014 -0.11 0.08 -0.03
H 0.827 4.956 -1.831 0.02 0.09 0.07
H 1.813 4.437 -4.060 0.00 0.00 -0.02
H 1.477 2.159 -5.015 0.03 -0.03 -0.07
H 0.303 0.056 -4.911 -0.12 0.04 -0.01
H -0.975 -0.166 -3.673 -0.04 0.07 -0.08
H 2.610 -1.619 -5.192 0.04 -0.04 -0.07
H 4.845 -0.835 -5.935 0.04 0.00 -0.08
H 6.129 0.710 -4.474 0.04 0.02 0.02
H 5.207 1.389 -2.294 0.00 0.01 0.03
C -4.183 0.224 -2.119 -0.35 -0.16 0.11
C -2.847 0.311 -1.713 0.13 0.07 0.05
N -2.300 -0.499 -0.840 0.28 0.22 -0.33
C -3.014 -1.496 -0.308 -0.93 -0.28 -0.12
C -4.390 -1.661 -0.647 0.29 0.03 0.04
C -4.961 -0.750 -1.560 0.17 0.12 -0.01
C -5.120 -2.747 -0.143 -0.22 -0.39 0.24
C -4.460 -3.700 0.595 -0.51 0.22 -0.22
C -3.118 -3.569 0.921 0.38 0.07 0.06
C -2.360 -2.444 0.562 -0.28 -0.56 0.05
N -1.057 -2.268 0.835 0.66 0.72 -0.35
C -0.351 -3.063 1.672 -0.25 -0.31 0.40
C -0.835 -3.715 2.807 -0.04 0.37 -0.20
C -0.066 -4.642 3.502 0.45 -0.32 0.08
C 1.203 -4.976 3.092 -0.24 -0.16 0.34
C 1.791 -4.263 2.033 -0.20 0.32 -0.19
C 3.099 -4.505 1.565 -0.02 0.24 -0.19
C 3.616 -3.713 0.575 0.08 -0.30 0.22
C 2.851 -2.645 0.091 0.02 0.13 -0.15
N 1.620 -2.425 0.480 0.06 0.38 -0.44
C 1.048 -3.234 1.385 -0.02 -0.76 0.59
H -4.575 0.908 -2.859 -0.01 0.08 0.00
H -2.194 1.071 -2.115 -0.01 0.09 0.01
H -6.006 -0.862 -1.823 -0.04 -0.01 -0.03
H -6.175 -2.834 -0.370 -0.03 -0.05 -0.05
H -4.994 -4.580 0.934 -0.01 -0.03 0.00
H -2.642 -4.387 1.440 -0.01 0.09 0.05
H -1.826 -3.483 3.169 -0.02 -0.01 -0.11
H -0.495 -5.131 4.369 0.01 -0.02 -0.01
H 1.760 -5.758 3.590 0.08 0.00 0.03
H 3.675 -5.315 1.996 0.02 0.00 0.02
H 4.606 -3.882 0.179 0.08 0.03 -0.01
H 3.260 -1.948 -0.627 0.05 0.14 -0.04
C -3.790 5.932 2.490 -0.17 -0.20 -0.21
C -4.193 4.782 1.571 -0.15 0.20 0.09
N -3.544 3.552 1.960 -0.16 0.05 0.03
C -4.117 2.339 2.102 0.32 -0.28 -0.21
S -3.239 0.955 1.901 0.05 -0.24 -0.02
N -5.468 2.283 2.392 -0.26 0.00 -0.22
C -5.975 2.882 3.621 -0.08 0.03 0.18
C -5.642 2.032 4.846 0.03 0.22 -0.21
H -4.304 6.845 2.196 0.01 0.14 -0.01
H -2.717 6.094 2.428 0.11 0.09 0.07
H -4.044 5.699 3.523 0.01 0.01 0.08
H -3.913 5.028 0.535 -0.13 -0.06 0.14
H -5.272 4.622 1.598 0.08 0.02 -0.09
H -2.537 3.526 1.842 -0.22 -0.19 0.08
H -5.771 1.316 2.320 0.18 0.16 -0.05
H -7.059 2.982 3.504 0.06 0.12 0.09
H -5.551 3.879 3.736 -0.06 0.01 -0.04
H -6.095 1.045 4.761 -0.01 -0.08 0.02
H -5.998 2.505 5.758 -0.07 0.04 0.10
H -4.563 1.908 4.916 0.11 -0.08 0.04
```
Forces are in eV/Å.

Properties
DFT total energy: -113139.884 eV
Molar mass: 906.86 g/mol
Total charge: -1

Mulliken population analysis, charges in e, atoms 1 to 5: Sn 1.009; S -0.571; C 0.085; C -0.601; C -0.731

=====

- Look up the molar mass of the first one.
  804.86 g/mol